1.
C44H40Cl5KN8O4 | wB97M-V/def2-TZVPD

For the gap between HOMO and LUMO, the calculation gives 0.2017 Ha. The calculation puts the HOMO energy at -1.664 eV. The net charge is -2.

Element x y z (Å)
1 K -0.458 -0.832 0.019
2 C -3.620 3.346 3.364
3 C -3.636 2.873 1.927
4 C -3.046 3.615 0.897
5 C -2.305 4.905 1.177
6 C -3.073 3.119 -0.412
7 C -2.396 3.875 -1.531
8 C -3.708 1.908 -0.701
9 C -3.667 1.339 -2.096
10 C -4.366 1.209 0.319
11 C -5.205 -0.001 -0.022
12 C -4.265 1.656 1.641
13 C -4.793 0.811 2.778
14 H -2.824 2.860 3.938
15 H -4.563 3.113 3.859
16 H -3.474 4.419 3.445
17 H -1.365 4.946 0.624
18 H -2.042 5.008 2.225
19 H -2.888 5.784 0.885
20 H -1.386 3.490 -1.708
21 H -2.318 4.940 -1.319
22 H -2.942 3.765 -2.468
23 H -4.485 1.731 -2.715
24 H -3.738 0.254 -2.079
25 H -2.731 1.557 -2.603
26 H -4.604 -0.913 -0.055
27 H -5.657 0.118 -1.008
28 H -6.016 -0.132 0.693
29 H -5.758 1.168 3.156
30 H -4.096 0.816 3.617
31 H -4.914 -0.227 2.477
32 N 8.642 3.987 -2.069
33 C 7.788 3.572 -1.412
34 C 6.741 3.058 -0.600
35 C 6.919 1.873 0.130
36 C 5.914 1.377 0.928
37 C 4.666 2.036 1.050
38 C 4.499 3.228 0.294
39 C 5.505 3.719 -0.502
40 C 3.625 1.543 1.874
41 C 2.299 2.010 1.914
42 C 1.522 1.255 2.974
43 C 0.130 1.363 2.442
44 C 0.211 2.308 1.488
45 N 1.507 2.725 1.132
46 C 3.637 0.340 2.722
47 C 4.454 -0.635 3.261
48 C 3.631 -1.458 4.092
49 C 2.350 -0.967 4.049
50 N 2.358 0.096 3.186
51 H 7.859 1.340 0.059
52 H 6.082 0.455 1.465
53 H 3.551 3.748 0.353
54 H 5.342 4.631 -1.064
55 H 1.577 1.871 3.888
56 H -0.773 0.932 2.841
57 H -0.634 2.730 0.962
58 H 5.510 -0.770 3.099
59 H 3.941 -2.349 4.615
60 H 1.427 -1.314 4.481
61 Cl 0.821 -7.135 3.718
62 C 0.449 -5.488 3.332
63 C 1.229 -4.770 2.420
64 Cl 2.591 -5.552 1.695
65 C 0.941 -3.455 2.097
66 Cl 1.939 -2.591 0.987
67 C -0.164 -2.746 2.687
68 O -0.430 -1.547 2.430
69 C -0.929 -3.526 3.618
70 Cl -2.261 -2.717 4.362
71 C -0.634 -4.842 3.926
72 Cl -1.617 -5.706 5.063
73 C -0.713 -5.326 -4.542
74 N -1.230 -4.344 -3.614
75 C -2.577 -4.117 -3.540
76 C -3.081 -3.246 -2.661
77 C -2.165 -2.569 -1.738
78 O -2.636 -1.820 -0.862
79 N -0.829 -2.798 -1.849
80 C -0.330 -3.615 -2.792
81 O 0.876 -3.783 -3.001
82 H -1.161 -6.305 -4.358
83 H 0.361 -5.383 -4.392
84 H -0.913 -5.039 -5.580
85 H -3.182 -4.684 -4.238
86 H -4.138 -3.041 -2.587
87 C 0.244 -1.694 -5.485
88 N 0.751 -0.944 -4.348
89 C 2.034 -1.131 -3.950
90 C 2.564 -0.430 -2.934
91 C 1.688 0.492 -2.260
92 N 0.401 0.595 -2.574
93 C -0.115 -0.100 -3.629
94 O -1.273 0.003 -4.004
95 N 2.205 1.257 -1.293
96 H 0.879 -1.525 -6.357
97 H -0.761 -1.342 -5.692
98 H 0.231 -2.759 -5.256
99 H 2.588 -1.872 -4.508
100 H 3.587 -0.569 -2.619
101 H 3.151 1.078 -0.982
102 H 1.672 1.857 -0.665

These are the Löwdin partial charges, in e, on atoms 1 to 8:
1. K 0.716
2. C -0.052
3. C -0.187
4. C -0.206
5. C -0.062
6. C -0.192
7. C -0.042
8. C -0.170

=====

2.
C44H40ClFNO28P | wB97M-V/def2-TZVPD

For the gap between HOMO and LUMO, the calculation gives 0.2743 Ha. The calculation puts the HOMO energy at -9.093 eV. As for the SMILES: CC(C)=NO[P@](=O)(OCCF)OCCCCl.O=C1C=C(O)C(=O)C=C1O.O=C1C=C(O)C(=O)C=C1O.O=C1C=C(O)C(=O)C=C1O.O=C1C=C(O)C(=O)C=C1O.O=C1C=C(O)C(=O)C=C1O.O=C1C=C(O)C(=O)C=C1O.

Element x y z (Å)
1 C -2.391 -1.851 -2.388
2 C -1.089 -1.533 -3.078
3 C -1.117 -1.013 -4.496
4 N 0.016 -1.686 -2.444
5 O 0.847 -0.514 -2.547
6 P 1.463 -0.267 -1.081
7 O 0.469 0.408 -0.243
8 O 2.739 0.659 -1.281
9 C 3.087 1.432 -0.101
10 C 4.547 1.799 -0.168
11 F 5.335 0.838 0.470
12 O 1.862 -1.667 -0.479
13 C 2.977 -2.367 -1.107
14 C 2.560 -3.747 -1.617
15 C 2.240 -3.898 -3.103
16 Cl 3.402 -3.119 -4.204
17 H -2.170 -1.925 -1.328
18 H -2.824 -2.777 -2.769
19 H -3.045 -1.001 -2.573
20 H -1.899 -1.534 -5.043
21 H -0.130 -1.184 -4.917
22 H -1.341 0.057 -4.447
23 H 2.924 0.804 0.776
24 H 2.480 2.326 0.008
25 H 4.758 2.766 0.283
26 H 4.871 1.819 -1.215
27 H 3.441 -1.729 -1.859
28 H 3.726 -2.517 -0.331
29 H 1.631 -3.987 -1.092
30 H 3.286 -4.481 -1.273
31 H 1.222 -3.586 -3.306
32 H 2.269 -4.961 -3.335
33 O -3.951 -0.662 3.988
34 C -2.814 -0.218 4.015
35 C -2.204 0.343 5.206
36 C -0.954 0.823 5.153
37 O -0.350 1.342 6.216
38 C -0.157 0.800 3.880
39 O 0.969 1.269 3.884
40 C -0.762 0.217 2.699
41 C -2.006 -0.264 2.754
42 O -2.618 -0.812 1.704
43 H -2.792 0.354 6.114
44 H 0.537 1.614 5.911
45 H -0.166 0.197 1.796
46 H -3.503 -1.070 2.021
47 O 4.889 2.514 -3.130
48 C 5.190 2.043 -4.215
49 C 5.845 2.807 -5.260
50 C 6.131 2.224 -6.433
51 O 6.729 2.868 -7.426
52 C 5.792 0.785 -6.709
53 O 6.068 0.334 -7.806
54 C 5.160 0.013 -5.656
55 C 4.874 0.595 -4.481
56 O 4.301 -0.049 -3.480
57 H 6.083 3.841 -5.053
58 H 6.814 2.219 -8.151
59 H 4.936 -1.025 -5.859
60 H 4.196 0.600 -2.756
61 O 0.293 -1.981 5.078
62 C -0.102 -3.087 5.394
63 C -0.392 -3.477 6.762
64 C -0.808 -4.723 7.025
65 O -1.092 -5.142 8.252
66 C -0.985 -5.747 5.937
67 O -1.349 -6.863 6.256
68 C -0.717 -5.349 4.566
69 C -0.304 -4.102 4.302
70 O -0.048 -3.678 3.070
71 H -0.259 -2.734 7.535
72 H -1.365 -6.074 8.160
73 H -0.865 -6.087 3.791
74 H 0.231 -2.745 3.151
75 O -1.860 2.553 1.795
76 C -1.757 3.714 1.448
77 C -2.892 4.611 1.304
78 C -2.699 5.874 0.904
79 O -3.694 6.742 0.755
80 C -1.328 6.406 0.591
81 O -1.234 7.560 0.216
82 C -0.191 5.518 0.756
83 C -0.380 4.253 1.158
84 O 0.625 3.403 1.323
85 H -3.873 4.218 1.530
86 H -3.278 7.574 0.458
87 H 0.790 5.917 0.543
88 H 0.236 2.552 1.607
89 O 2.413 1.674 -10.759
90 C 2.249 1.062 -9.721
91 C 3.010 -0.120 -9.354
92 C 2.755 -0.744 -8.196
93 O 3.416 -1.826 -7.800
94 C 1.691 -0.258 -7.253
95 O 1.507 -0.891 -6.230
96 C 0.945 0.937 -7.606
97 C 1.203 1.563 -8.762
98 O 0.560 2.659 -9.144
99 H 3.771 -0.461 -10.041
100 H 3.038 -2.074 -6.933
101 H 0.195 1.286 -6.911
102 H 0.937 2.901 -10.012
103 O -9.668 -0.948 7.579
104 C -8.535 -0.508 7.634
105 C -7.944 0.036 8.846
106 C -6.694 0.516 8.820
107 O -6.096 1.023 9.893
108 C -5.871 0.515 7.562
109 O -4.748 0.985 7.613
110 C -6.453 -0.048 6.357
111 C -7.702 -0.532 6.383
112 O -8.290 -1.062 5.317
113 H -8.546 0.033 9.744
114 H -5.207 1.297 9.597
115 H -5.842 -0.058 5.463
116 H -9.182 -1.328 5.610

These are the Löwdin partial charges, in e, on atoms 1 to 8:
1. C -0.005
2. C -0.354
3. C -0.017
4. N 0.062
5. O -0.160
6. P 0.404
7. O -0.221
8. O -0.181

=====

3.
C44H40N8O2P2RbS2Se | wB97M-V/def2-TZVPD

For the gap between HOMO and LUMO (spin up / spin down), the calculation gives 0.1451 / 0.1730 Ha. As for the expectation value of S²: 0.78. The calculation puts the HOMO energy (spin up / spin down) at -0.510 / -1.269 eV. The spin multiplicity is 2. The net charge is -2.

Element x y z (Å)
1 Rb 0.135 0.115 0.113
2 C -2.410 2.550 3.386
3 C -1.299 2.131 2.634
4 N -0.818 0.915 2.672
5 C -1.394 0.008 3.490
6 C -2.499 0.335 4.322
7 C -3.007 1.649 4.222
8 C -3.041 -0.628 5.200
9 C -2.476 -1.878 5.251
10 C -1.395 -2.225 4.438
11 C -0.848 -1.330 3.510
12 N 0.044 -1.683 2.566
13 C 0.999 -2.590 2.689
14 C 1.685 -2.877 3.893
15 C 2.717 -3.801 3.957
16 C 3.117 -4.526 2.850
17 C 2.473 -4.300 1.620
18 C 2.801 -5.019 0.448
19 C 2.129 -4.776 -0.719
20 C 1.139 -3.779 -0.726
21 N 0.816 -3.077 0.335
22 C 1.437 -3.321 1.506
23 H -2.778 3.564 3.292
24 H -0.781 2.836 1.992
25 H -3.872 1.924 4.817
26 H -3.897 -0.369 5.814
27 H -2.890 -2.622 5.925
28 H -1.002 -3.234 4.474
29 H 1.398 -2.321 4.777
30 H 3.219 -3.965 4.905
31 H 3.913 -5.261 2.911
32 H 3.588 -5.765 0.494
33 H 2.366 -5.320 -1.626
34 H 0.590 -3.554 -1.637
35 N 0.269 -1.373 -4.326
36 P 1.375 -0.940 -3.043
37 C 1.826 0.762 -3.578
38 C 3.138 1.199 -3.406
39 C 3.505 2.483 -3.771
40 C 2.562 3.352 -4.299
41 C 1.246 2.936 -4.436
42 C 0.877 1.648 -4.078
43 C 2.831 -1.799 -3.783
44 C 3.643 -2.585 -2.972
45 C 4.716 -3.282 -3.510
46 C 4.984 -3.211 -4.869
47 C 4.189 -2.415 -5.686
48 C 3.132 -1.703 -5.146
49 C -1.080 -1.323 -4.021
50 C -2.057 -1.965 -4.787
51 C -3.376 -1.845 -4.390
52 C -3.689 -1.095 -3.263
53 C -2.653 -0.479 -2.582
54 N -1.376 -0.584 -2.953
55 H 0.547 -2.114 -4.949
56 H 3.872 0.531 -2.973
57 H 4.528 2.809 -3.628
58 H 2.848 4.358 -4.584
59 H 0.502 3.626 -4.816
60 H -0.153 1.328 -4.172
61 H 3.423 -2.650 -1.913
62 H 5.345 -3.888 -2.869
63 H 5.814 -3.764 -5.290
64 H 4.402 -2.350 -6.747
65 H 2.539 -1.050 -5.777
66 H -1.778 -2.542 -5.660
67 H -4.160 -2.339 -4.951
68 H -4.706 -1.002 -2.908
69 H -2.837 0.122 -1.699
70 C 4.327 6.359 -1.511
71 C 3.711 5.002 -1.227
72 O 3.254 4.993 0.114
73 P 2.208 3.813 0.603
74 S 1.923 4.195 2.503
75 S 2.802 2.108 -0.179
76 O 0.872 4.233 -0.276
77 C 0.348 5.544 -0.103
78 C -1.162 5.488 0.017
79 H 4.615 6.428 -2.562
80 H 5.212 6.509 -0.890
81 H 3.612 7.151 -1.283
82 H 4.445 4.202 -1.367
83 H 2.879 4.802 -1.913
84 H 0.639 6.151 -0.970
85 H 0.773 6.002 0.794
86 H -1.601 5.035 -0.874
87 H -1.560 6.499 0.134
88 H -1.446 4.895 0.887
89 Se -5.201 -1.541 1.431
90 N -6.196 -0.104 0.954
91 C -5.323 0.815 0.538
92 C -5.647 2.094 0.058
93 C -4.605 2.925 -0.350
94 C -3.291 2.473 -0.288
95 N -2.927 1.262 0.147
96 C -3.909 0.438 0.569
97 N -3.641 -0.791 0.995
98 H -6.683 2.405 0.008
99 H -4.809 3.922 -0.722
100 H -2.474 3.113 -0.611

These are the Löwdin partial charges, in e, on atoms 1 to 8:
1. Rb 0.505
2. C -0.059
3. C -0.183
4. N 0.040
5. C -0.170
6. C -0.174
7. C -0.027
8. C -0.092